(1)
Density functional theory data (the ωB97M-V functional and the def2-TZVPD basis) for a 17-piece molecular cluster, C74H124O20 overall in a non-equilibrium geometry.

The value obtained for the relative energy (zero: lowest compared OMol25 entry of this formula, charge and spin) is 0.0000 eV. As for the calculated total energy: -4398.38663 Ha. The spin multiplicity is 1. The calculation puts the LUMO energy at -1.531 eV.

```
218
C74H124O20, DFT the ωB97M-V functional and the def2-TZVPD basis
O 4.26796 -5.20591 1.10701
O 6.47001 4.43565 -0.59661
O 1.64475 -3.29285 -5.93173
O 5.03274 -0.11524 -0.53829
O -0.25941 -9.55899 1.65426
O -3.79600 -3.05305 -2.97293
O -1.86944 -4.70373 3.44494
O 0.38282 -5.47651 -1.43587
O 4.30858 1.14609 3.39504
O 3.82645 7.51215 3.41322
O 0.64306 -1.52939 -1.43709
O -3.62740 -2.41620 1.29063
O -5.76881 4.44400 -0.62045
O -0.56066 5.28300 -0.97900
O 1.35796 -1.73947 6.20074
O -4.61221 -6.44055 -1.73972
O 1.84902 1.76227 -3.87251
O -2.22635 4.24472 -6.34802
O -2.85209 0.69867 4.71534
O -7.37230 -0.11237 3.20309
C -0.04107 -3.81535 -4.51306
C -7.54398 1.12728 1.15423
C -0.03184 4.89853 -5.64209
C 5.12927 -1.50852 -0.24567
C 2.90755 -4.93223 0.91306
C 0.76455 -2.09477 -0.11460
C 3.48815 0.50660 2.47321
C -1.13047 -3.97284 4.05514
C -0.14228 -7.14392 1.63452
C -2.55214 0.56604 3.32038
C -8.57614 1.73378 2.18407
C 0.66180 -4.96803 -2.48214
C 4.80439 -4.67057 2.27230
C -3.75443 -3.54979 0.95758
C -0.35646 -4.42001 -3.39094
C -2.61951 -4.27945 0.29405
C -6.15053 3.73930 -1.81714
C -8.27189 0.97805 3.50943
C 1.28261 0.74459 -4.72219
C 2.66721 5.66415 2.78261
C 3.01134 2.39580 -4.39158
C -2.46760 2.04220 2.82400
C 3.91612 -1.37401 -2.27739
C 2.46113 0.79773 4.72580
C 2.08465 -4.87222 -2.82204
C 6.00358 3.26103 1.37043
C 2.44661 -4.30830 2.25479
C -1.01761 -8.38465 1.28001
C -0.31983 0.02078 -0.01594
C 1.36948 -3.70190 -4.86115
C 3.08757 7.22235 4.55912
C -2.03497 1.69030 5.27145
C -5.12109 -4.08946 0.94928
C -5.44059 -4.93793 -0.06219
C -1.78233 2.67593 4.12925
C 0.14019 -4.56386 4.61286
C -4.10625 -1.73284 -4.85703
C -4.41367 4.60359 -0.50080
C 2.64141 5.75216 4.28371
C -0.03496 4.28089 -0.09954
C 0.94453 -3.87343 5.39853
C 0.54509 -2.48781 5.66277
C -0.80737 -1.90857 5.26737
C -4.85367 3.26352 -2.46189
C 4.82592 3.12605 0.42174
C 5.06751 4.22461 -0.68153
C 5.03352 -2.25630 -1.60733
C 3.72132 -3.63892 2.75724
C 1.10932 3.58393 -0.86852
C 2.42512 -4.20935 -3.91739
C -4.34858 -5.53984 -0.96918
C 1.03089 -7.74669 2.50037
C 3.01999 7.06633 2.31843
C 1.94308 0.99279 -6.07727
C 2.34267 -0.05617 3.42172
C 3.92643 -0.01480 -1.34253
C -0.72432 3.96563 -4.55527
C -4.32704 -1.87075 -2.40101
C -1.04462 4.78418 -6.89028
C -0.25968 -1.35082 0.73519
C 3.42250 1.88785 4.25689
C 7.09002 3.56561 0.30739
C -2.91561 -4.99116 -0.82113
C -4.42468 -0.85231 -3.63406
C 3.28750 1.57502 -5.67716
C 0.63247 5.90115 -1.43158
C -3.84263 4.29112 -1.88783
C 1.73554 4.79594 -1.63693
C -3.18723 -2.82400 -4.20112
C -1.48405 -2.54914 4.31996
C -1.77639 3.25957 -5.40135
C -0.10510 -0.29516 -1.50723
C -7.29232 -0.29497 1.78713
C 0.73932 -9.26573 2.64234
H -0.71532 -3.43592 -5.27103
H -0.61451 -6.39177 2.26199
H -4.04630 3.93846 0.29619
H 0.97560 4.52325 -5.90547
H -0.63922 4.02795 -7.59194
H 1.32956 0.03574 3.01616
H -4.14791 5.63261 -0.25726
H 2.12513 7.69869 2.20991
H -2.16233 3.63526 4.50011
H -1.36075 2.37224 -5.91903
H 1.74772 4.64496 -2.72307
H -6.70452 4.37406 -2.51917
H 2.77893 4.94250 -1.30954
H -3.61958 -0.10836 -3.52147
H -9.63813 1.55454 1.95933
H -1.60597 -3.99345 0.52249
H 0.85395 2.82158 -1.60705
H -1.26387 5.64370 -7.52272
H -3.16433 -3.77889 -4.74536
H -1.19612 -8.48974 0.21028
H 3.96018 0.78938 -5.36094
H -6.43314 -5.29856 -0.32760
H -0.06839 -1.28541 1.81354
H 3.66924 -3.45336 3.83606
H -6.27368 -0.61549 1.52239
H 0.34861 -9.38981 3.67760
H -3.66467 -1.11458 -5.63137
H 2.01748 -7.55023 2.07441
H 4.57813 -3.24611 -1.55830
H 1.86044 -4.26216 5.79307
H 2.16380 -5.10690 2.93579
H -1.23322 0.60014 0.11751
H 4.09622 -1.08430 -3.32374
H 2.74929 -5.35535 -2.15183
H 6.04713 -1.49900 0.32994
H 3.87058 3.28839 0.88263
H 2.01578 0.09518 -6.71500
H 4.00802 2.37797 5.01951
H -1.57932 0.06560 3.24832
H 5.87474 4.15146 2.01403
H 4.29008 -1.78711 0.37751
H 3.84841 2.30944 -3.64839
H -3.36727 -0.06582 2.96447
H 7.37520 2.57043 -0.07091
H 3.88683 -2.68037 2.29536
H 3.42403 5.11467 4.70577
H 0.17392 -6.58215 0.76212
H -9.25531 0.73474 3.94893
H -0.03201 3.37496 -3.96312
H 4.67865 3.91648 -1.63569
H 1.73917 5.34492 2.32460
H -1.26359 -1.77909 0.76056
H -5.85586 -3.59474 1.56144
H 0.28409 6.46230 -2.28941
H -6.68826 1.79440 1.23630
H -8.03270 -0.92069 1.27390
H 0.97797 6.64997 -0.68629
H 2.68266 -4.26304 0.07948
H 1.67984 -9.83878 2.50850
H -7.86788 0.91944 0.14282
H 2.89614 2.67334 3.63759
H -2.79965 3.99027 -1.87775
H 1.48501 1.20688 5.01131
H -1.05393 1.32228 5.62981
H 2.23528 7.90913 4.67517
H -2.58796 2.17226 6.09629
H -1.40431 -4.56580 -3.10742
H 2.59635 -1.08162 3.44180
H -7.66621 1.61897 4.18111
H 1.05564 -7.28310 3.48430
H -0.98511 -0.89231 5.55336
H 1.81052 3.12717 -0.16688
H 0.21198 0.92869 -4.80762
H 0.24417 -5.57720 4.29971
H 3.46481 4.97417 2.48587
H -5.03203 -2.17206 -5.19159
H 3.81846 2.12692 -6.45368
H -5.36020 -0.31064 -3.70862
H 1.61633 -3.61128 2.10594
H -3.40716 2.55025 2.59990
H 1.36784 1.76581 -6.60926
H -2.19031 -2.38993 -4.13428
H 0.49119 0.64732 0.34498
H 2.91617 -1.80850 -2.34535
H -8.49485 2.79896 2.37267
H 3.12138 1.19594 1.68775
H -4.56904 2.27438 -2.17379
H 5.92514 -2.22880 -2.21905
H 6.32347 2.35395 1.85485
H -0.69883 2.77098 3.99634
H 8.00485 3.98848 0.70056
H -1.25527 4.52946 -3.81275
H -2.71125 3.01616 -4.90069
H 4.56518 5.18054 -0.35529
H -3.69038 -1.42474 -1.62225
H 1.79878 -1.89708 0.23815
H -3.87368 5.24008 -2.42687
H 0.55463 0.45525 -1.97020
H 2.41534 -5.88358 0.68993
H -5.26668 -2.16971 -1.94992
H 2.76055 0.17691 5.56169
H 5.77008 -4.17906 2.12075
H -1.08869 -0.45620 -2.04490
H 3.95564 0.95201 -1.89445
H 1.42797 -0.26389 -4.34273
H 4.87342 2.12069 0.00958
H 0.52294 -3.16349 -0.19345
H 0.08585 5.94582 -5.33125
H -0.87122 3.64543 0.23860
H 3.73687 7.32688 5.41827
H 3.44827 -3.98132 -4.12892
H -2.16343 -5.47611 -1.45939
H 4.08505 -0.31886 2.07445
H 0.35309 4.78103 0.75288
H 2.77336 3.46239 -4.54830
H -2.31764 -2.16992 3.77515
H -4.84964 3.34256 -3.54077
H 3.62338 7.25690 1.43765
H -1.96781 -8.38191 1.81870
H 5.01340 -5.47837 2.96227
H 1.68479 5.47504 4.69866
H 3.02113 0.01528 -0.69670
H -1.83507 2.00904 1.91678
H -6.77740 2.88359 -1.56034
```

***

(2)
Density functional theory data (the ωB97M-V functional and the def2-TZVPD basis) for a 14-piece molecular cluster, C74H147N25O9P6 overall in a non-equilibrium geometry.

As for the calculated total energy: -7002.29301 Ha. The spin multiplicity is 1. The calculation puts the LUMO energy at 0.190 eV.

```
261
C74H147N25O9P6, DFT the ωB97M-V functional and the def2-TZVPD basis
P 2.27745 -6.86660 -3.14768
P -3.21406 -3.13346 -7.16956
P 1.82984 6.16042 0.67976
P -0.93242 -0.14553 0.70496
P -2.48885 5.08907 4.98144
P 5.33455 -2.54229 1.52676
O -4.11032 -4.05400 -7.89851
O 2.27988 5.34960 -0.45956
O 6.32436 1.22733 -0.50242
O 6.15040 3.31490 -1.42847
O 4.45296 1.89954 -1.55899
O 5.51417 -3.77914 0.76496
O -2.45922 5.45530 3.53967
O 1.87220 -6.20084 -4.41291
O -2.05990 0.67436 0.18218
N -0.71370 -1.56279 -0.08724
N -1.00947 -0.51470 2.30763
N -3.05427 -1.68499 -8.00725
N 4.70563 -2.66760 3.11986
N -1.67064 -3.65454 -6.83659
N 2.29258 -5.64298 -1.97663
N 0.20168 6.47757 0.71279
N 2.69175 7.61393 0.55896
N 4.26703 -1.56162 0.80579
N 0.58593 0.63736 0.70440
N 6.80103 -1.72414 1.67065
N 3.71421 -7.70315 -3.07826
N -2.30651 3.43750 5.26581
N 2.25353 5.50493 2.13284
N -3.94832 -2.84958 -5.71171
N 1.65639 1.20030 -3.93567
N -1.28630 5.83238 5.79854
N -3.66067 -5.52408 -1.90041
N -3.01524 1.12670 -4.11479
N 3.75120 2.00690 4.69142
N 1.12969 -8.05167 -2.69729
N 0.88246 -2.22997 7.44110
N -3.98674 5.52078 5.68436
N -6.40263 4.03835 0.32002
N -7.32474 0.00945 -2.56331
C 2.87524 -4.35104 -2.34120
C -0.23953 -8.00419 -3.18343
C -3.20828 2.61155 6.01737
C -0.28642 7.63399 -0.04925
C -3.54599 -5.93829 -3.16479
C 5.04890 4.00377 -2.10150
C -4.30577 4.38294 1.30384
C -5.77396 -4.68049 -2.41037
C -6.83522 -0.94126 -0.42838
C -4.12871 6.22915 6.91948
C -5.59730 4.77687 1.02692
C -4.83051 2.31004 0.32439
C -6.06694 2.81620 -0.03587
C -1.15834 7.27669 5.73254
C 3.31313 -3.12617 3.29939
C -1.43728 -0.89728 8.21922
C -2.36572 2.86183 -2.57098
C 3.68177 5.00385 2.21403
C -1.48534 -1.93688 7.33154
C 3.79222 -0.33095 1.43574
C -5.67996 -5.05761 -3.73660
C -4.74938 -4.87339 -1.50598
C 1.12394 1.03261 -0.62757
C 4.19139 -1.46210 -0.62770
C -0.31231 -2.55320 6.90612
C 2.49210 0.23843 -3.80054
C 3.52173 -0.44775 5.97303
C -1.58907 -1.99295 -1.18994
C -0.37389 5.12011 6.70460
C -5.15070 -0.55398 -2.02175
C -1.43671 -4.79423 -5.90852
C 4.91905 -7.01628 -2.62017
C 5.55728 -3.41594 4.07979
C -1.58712 2.67996 4.20153
C -0.18421 -0.49778 8.71681
C -3.11426 1.99255 -5.13712
C 0.78768 -1.45225 -4.07817
C -0.79736 5.36742 0.60760
C -3.26007 -2.29738 -4.55533
C 3.82491 3.20737 -1.77151
C 6.89552 -0.44164 2.27702
C 0.02722 -1.30592 2.99348
C 7.88582 -2.01455 0.76026
C 0.90431 -1.25747 8.39029
C 2.65254 8.57125 1.70238
C -0.75123 -3.78189 -7.95996
C 0.72815 1.83036 1.55064
C 0.37923 0.88940 -4.11634
C 3.97124 -8.85496 -3.99156
C -6.06835 -0.04011 -2.93486
C 1.37183 5.19046 3.22775
C 2.09170 -1.11202 -3.81734
C -7.71111 -0.38442 -1.36758
C -3.88568 3.10002 0.96826
C 3.19042 8.17312 -0.70086
C -0.09542 -0.40639 -4.22333
C -5.50176 -1.03280 -0.76000
C 5.66494 2.07389 -1.09929
C -3.28723 -1.79459 -9.46829
C 2.38424 0.34859 5.66227
C -5.11676 5.69334 4.76772
C -5.37914 -2.52513 -5.77886
C -2.69253 3.30300 -4.89276
C 2.54692 1.56127 5.03089
C 1.52987 -9.29626 -2.07746
C -2.05857 -0.68580 -7.63386
C -4.51152 -5.70341 -4.12341
C 4.82938 1.25947 4.91350
C -2.66306 1.53264 -2.89833
C 2.36186 -5.81508 -0.55193
C -2.30073 3.75218 -3.63927
C 4.73700 0.06378 5.57407
C -2.31661 -1.01273 2.80857
C 0.51462 -2.35848 -0.01287
H 3.00984 -2.78354 4.24657
H -1.90257 4.76662 -3.60218
H 6.84800 0.33859 1.53414
H 3.64779 4.03145 2.72273
H -2.34657 -1.67838 -10.02568
H -8.74680 -0.23452 -1.05714
H 2.03517 8.15203 2.50695
H 1.28865 4.08131 3.36284
H -3.49226 1.55451 -6.04630
H 3.23921 -4.24748 3.23595
H 0.79420 2.03511 -0.92713
H -2.46023 -2.20118 6.87456
H 0.24657 4.42251 6.14149
H 3.13051 -4.26094 -3.38938
H -3.38843 -1.21412 -4.53304
H 3.39673 -1.41536 6.41013
H 5.32337 4.22458 -3.11150
H -0.76708 7.27065 -0.99672
H 0.45100 8.28960 -0.48527
H -6.06308 5.67436 5.33349
H -3.72143 3.12985 6.87316
H 4.28081 8.29705 -0.65046
H -3.95433 -0.99995 -9.76799
H -2.21550 -2.88460 -1.00894
H 0.23849 -3.39457 -7.66359
H 4.75893 -2.28929 -1.06428
H 4.02469 -9.77826 -3.41412
H 2.15746 -3.53981 -2.16278
H -0.89626 5.13278 -0.48924
H -0.95170 -7.55065 -2.50333
H 1.62677 2.12780 4.89380
H 2.20813 9.53376 1.49446
H 1.53813 -10.11750 -2.79542
H -2.28676 -2.11158 2.69801
H -0.37919 -3.37978 6.18578
H 0.42197 -2.47254 -4.23317
H -2.19582 -2.51137 -4.53100
H -1.08745 8.19678 0.46798
H -4.08291 -0.52270 -2.30147
H 4.30842 0.53763 1.05056
H -1.09088 -0.72766 -8.18651
H -2.79572 4.01188 -5.69311
H 1.34541 0.04283 5.85725
H 5.66132 -7.78283 -2.46387
H 2.18719 -4.91716 -0.00351
H 7.88805 -1.28480 -0.09718
H -3.59267 5.02177 1.81795
H -4.80458 5.75332 7.60084
H -0.42516 4.55316 1.23995
H 8.85723 -2.02604 1.27693
H -2.91136 2.81437 1.20353
H -4.01560 2.17877 5.37635
H -2.40939 0.28066 -7.86807
H -5.83815 0.33059 -3.94472
H -2.10143 3.12425 -1.53409
H 2.95567 7.48935 -1.51780
H 5.19846 -3.24145 5.08342
H 0.42309 5.68079 3.10957
H -4.53838 1.28835 0.10397
H -2.69435 -6.47010 -3.49579
H -1.14473 -0.57308 -4.36737
H 5.36611 -6.25298 -3.28629
H 0.26902 5.91305 7.15023
H -1.82663 7.66642 4.98875
H -0.56810 2.33290 4.45116
H -1.30403 -5.70572 -6.50349
H -4.86958 -4.60743 -0.50902
H 2.79401 -0.16859 1.12010
H 5.06253 4.99827 -1.68089
H 1.83625 -1.10509 8.87510
H -0.07749 0.39067 9.37223
H 5.55689 -4.46651 3.79597
H 3.36167 3.50942 -0.82867
H -3.18537 -0.70681 2.23764
H 0.91887 0.22045 -1.32119
H 6.05760 -0.25349 2.94356
H 6.59200 -3.04831 3.93700
H 1.26774 -1.74423 0.49785
H 3.54690 0.44722 -3.76760
H -0.90882 -2.35437 -1.97930
H -2.33891 -0.31489 8.49653
H 0.08937 -2.31654 2.50761
H -4.36304 -6.11227 -5.10274
H 4.09327 4.88153 1.22106
H -4.98939 6.61917 4.15307
H -0.27414 -7.42639 -4.12059
H 0.74800 1.66427 2.63510
H 4.66696 -6.46624 -1.72832
H 4.66483 -0.50495 -0.84970
H -2.27970 -5.02242 -5.26048
H -0.50511 -9.05564 -3.42736
H -3.62989 -2.71926 -3.62980
H -3.20719 6.36994 7.47295
H -2.65973 0.85775 -2.04857
H 2.19812 1.00098 -0.59697
H 4.31861 5.59048 2.88393
H 3.18560 -1.48442 -1.03286
H 3.75299 -4.15910 -1.69872
H -4.79166 -1.45191 -0.05799
H 5.62350 -0.53772 5.75423
H 0.36138 -3.32718 0.44911
H -6.58743 -4.07234 -1.99571
H -1.88598 -0.76743 -6.55664
H 0.78132 -9.57182 -1.33308
H 3.04324 3.21250 -2.52255
H 1.82696 5.61093 4.13065
H -2.18554 1.81945 3.94399
H -0.90101 4.70226 7.53260
H -0.26316 1.73233 -4.26372
H 5.82007 1.67456 4.74667
H 3.65502 8.73456 2.10955
H 3.82280 -0.44919 2.50154
H -3.72274 -2.77186 -9.64700
H 3.18354 -8.96000 -4.73188
H 0.84773 -2.43969 -1.02478
H -0.56413 -4.72940 -5.22346
H -6.43169 -4.83698 -4.47935
H 3.32521 -6.19663 -0.18261
H -5.80338 -3.19302 -6.56218
H 2.73008 9.15323 -0.87193
H 2.73208 -2.68166 2.49542
H -5.51101 -1.45223 -6.03702
H -4.42645 7.28213 6.73670
H 4.82479 -8.59122 -4.57310
H 1.61265 -6.51566 -0.17692
H -1.06426 -3.06840 -8.71185
H -5.88408 5.82567 1.15318
H -0.19993 2.39248 1.38263
H -0.27667 -1.46181 4.04844
H 1.00399 -0.80377 2.98631
H -1.76071 5.63219 1.08275
H -5.95334 -2.69132 -4.86086
H 7.78566 -2.98448 0.24455
H -6.70071 2.23426 -0.73359
H -2.65444 1.76912 6.45014
H 1.57392 2.45807 1.23379
H 7.80714 -0.37639 2.89967
H -1.47082 3.20423 3.28146
H 2.79670 -1.92471 -3.68061
H -0.78531 -4.76991 -8.35939
H -2.56145 -0.68402 3.83020
H -0.15453 7.54197 5.42019
H -5.15909 4.88980 4.04116
H -2.19497 -1.11044 -1.53088
H -7.25597 -1.17347 0.54073
H -1.33113 7.78020 6.69702
H 2.49195 -9.20395 -1.54590
```

***

| no. | frontier orbital gap (eV) |
| --- | --- |
| 1 | 7.9 |
| 2 | 8.2 |